No. 1
Here is 12 unconnected molecules or ions with the total composition C25H71BClO16 from the OMol25 dataset. Energies are from wB97M-V/def2-TZVPD.

Last column: Löwdin charge in e.
CARTESIAN COORDINATES (ANGSTROEM)
C: 3.534 -0.344 0.461  -0.14
C: 2.378 0.741 -0.072  -0.19
C: 0.879 0.098 0.301  -0.18
O: -0.185 1.099 0.363  -0.09
C: -0.967 1.223 -0.866  -0.31
C: -0.385 0.807 -2.325  -0.06
C: -0.591 -0.725 -2.816  -0.22
O: -1.493 -1.565 -2.028  -0.14
O: -1.022 2.721 -1.004  -0.07
B: -2.172 3.369 -0.284  -0.76
C: -2.991 4.514 -1.180  -0.07
C: -4.013 3.713 -2.192  -0.58
O: -3.636 3.192 -3.362  -0.12
Cl: -5.808 3.459 -1.707  0.47
O: -3.195 2.308 -0.061  -0.11
C: -2.601 1.043 -0.547  -0.16
C: -3.061 -0.150 0.486  -0.23
C: -3.170 0.540 2.002  -0.09
C: -4.627 -0.540 0.062  -0.19
C: -4.714 -1.454 -1.309  -0.24
C: -6.270 -2.029 -1.474  -0.17
H: 3.650 -0.357 1.624  0.07
H: 4.575 -0.018 -0.020  0.06
H: 3.302 -1.411 -0.003  0.08
H: 2.549 1.787 0.445  0.12
H: 2.560 0.839 -1.223  0.09
H: 0.650 -0.856 -0.336  0.12
H: 1.018 -0.300 1.419  0.13
H: -0.940 1.501 -3.123  0.15
H: 0.760 1.122 -2.411  0.12
H: 0.489 -1.229 -2.863  0.12
H: -0.973 -0.714 -3.937  0.11
H: -1.099 -1.863 -1.157  0.09
H: -1.707 3.723 0.751  0.09
H: -2.247 5.219 -1.761  0.11
H: -3.677 5.134 -0.429  0.10
H: -3.016 0.890 -1.640  0.15
H: -2.361 -1.095 0.467  0.12
H: -2.279 1.271 2.234  0.10
H: -3.247 -0.333 2.810  0.06
H: -4.219 1.100 2.049  0.09
H: -5.185 0.481 -0.154  0.12
H: -5.213 -1.074 0.935  0.11
H: -4.513 -0.765 -2.244  0.11
H: -3.996 -2.376 -1.232  0.10
H: -6.413 -2.603 -2.510  0.07
H: -7.082 -1.164 -1.382  0.08
H: -6.551 -2.803 -0.612  0.06
C: -9.340 -3.205 0.840  -0.18
O: -9.013 -4.125 -0.185  -0.14
H: -8.605 -3.291 1.643  0.08
H: -9.321 -2.189 0.438  0.07
H: -10.334 -3.434 1.232  0.07
H: -9.682 -4.026 -0.883  0.08
C: -3.038 -0.876 -6.063  -0.16
O: -1.656 -0.948 -6.364  -0.14
H: -3.207 -1.292 -5.067  0.07
H: -3.361 0.167 -6.079  0.08
H: -3.603 -1.455 -6.798  0.07
H: -1.538 -0.572 -7.253  0.08
C: -2.081 -2.987 4.031  -0.16
O: -1.618 -1.777 3.460  -0.15
H: -3.120 -3.145 3.735  0.08
H: -1.471 -3.819 3.669  0.06
H: -2.019 -2.924 5.120  0.07
H: -0.693 -1.665 3.740  0.07
C: 4.531 3.373 -0.720  -0.15
O: 5.173 2.411 0.097  -0.15
H: 3.814 2.865 -1.370  0.07
H: 4.002 4.092 -0.090  0.09
H: 5.275 3.887 -1.333  0.08
H: 5.802 2.891 0.662  0.06
C: 8.828 4.461 1.908  -0.15
O: 7.933 3.420 1.561  -0.14
H: 8.699 5.288 1.206  0.08
H: 8.610 4.807 2.921  0.08
H: 9.856 4.093 1.850  0.08
H: 8.071 2.700 2.200  0.06
C: 2.316 -2.983 3.210  -0.16
O: 1.916 -1.865 3.981  -0.14
H: 1.425 -3.509 2.860  0.08
H: 2.898 -2.645 2.350  0.06
H: 2.915 -3.657 3.828  0.07
H: 2.728 -1.418 4.278  0.08
C: 8.716 0.114 -0.280  -0.17
O: 7.556 -0.253 0.444  -0.13
H: 9.498 -0.627 -0.098  0.08
H: 8.486 0.143 -1.348  0.08
H: 9.062 1.095 0.055  0.06
H: 6.881 0.423 0.263  0.05
C: -0.742 -4.680 -3.406  -0.17
O: -1.825 -3.923 -3.914  -0.14
H: -0.929 -5.739 -3.598  0.07
H: 0.181 -4.378 -3.907  0.08
H: -0.656 -4.517 -2.329  0.05
H: -1.632 -2.988 -3.730  0.04
C: 7.868 1.147 5.358  -0.16
O: 8.097 1.074 3.963  -0.13
H: 6.838 1.467 5.533  0.08
H: 8.023 0.163 5.806  0.08
H: 8.553 1.873 5.803  0.08
H: 9.018 0.788 3.839  0.09
C: -0.891 -6.599 0.335  -0.16
O: -0.155 -5.830 -0.599  -0.15
H: -1.627 -5.956 0.823  0.08
H: -1.407 -7.409 -0.186  0.08
H: -0.212 -7.008 1.087  0.07
H: 0.489 -6.427 -1.016  0.09
C: -1.666 7.710 0.436  -0.17
O: -2.164 6.619 1.189  -0.13
H: -1.213 7.330 -0.482  0.08
H: -2.488 8.384 0.183  0.07
H: -0.911 8.242 1.020  0.07
H: -2.560 6.986 1.998  0.08

Cartesian forces (eV/Å) of the 3 atoms listed first:
C 0.35 0.58 -1.30
C 0.32 -1.15 0.41
C 1.33 0.21 1.60

Computed properties:
Charge: -1
DFT total energy (Ha): -2683.646376
Spin multiplicity: 1


No. 2
Here is a molecular structure, C21H15Br2N2O4S4SbW from the OMol25 dataset. Energies are from wB97M-V/def2-TZVPD.

Last column: Mulliken spin population.
CARTESIAN COORDINATES (ANGSTROEM)
W: -2.519 0.330 -3.012  0.38
C: -3.822 -0.964 0.802  0.00
O: -2.538 -0.890 0.193  0.00
C: -1.461 -0.928 1.020  0.00
C: -1.509 -0.718 2.385  0.00
C: -0.319 -0.722 3.109  0.00
Br: -0.397 -0.416 4.976  0.00
C: 0.898 -0.918 2.501  0.00
C: 0.944 -1.123 1.119  0.00
C: -0.231 -1.153 0.386  -0.01
O: -0.287 -1.376 -0.958  -0.02
C: 2.254 -1.257 0.462  0.00
N: 3.295 -1.846 0.974  0.00
C: 4.306 -1.669 0.038  0.00
C: 5.634 -2.089 0.072  0.00
C: 6.442 -1.761 -0.998  0.00
C: 5.949 -1.029 -2.090  0.00
C: 4.633 -0.612 -2.145  0.00
C: 3.828 -0.950 -1.063  0.00
N: 2.493 -0.720 -0.785  0.00
H: -4.021 -0.089 1.425  0.00
H: -3.905 -1.870 1.406  0.00
H: -4.542 -0.992 -0.010  0.01
H: -2.446 -0.537 2.889  0.00
H: 1.822 -0.907 3.061  0.00
H: 0.545 -1.750 -1.268  0.01
H: 6.008 -2.651 0.918  0.00
H: 7.479 -2.070 -0.999  0.00
H: 6.615 -0.787 -2.908  0.00
H: 4.252 -0.051 -2.989  0.00
H: 1.893 -0.055 -1.248  0.00
S: -3.933 -1.951 -6.135  0.91
Sb: -2.440 -0.093 -5.864  0.30
S: -0.479 0.899 -3.291  0.14
S: -2.763 -1.784 -3.348  0.16
S: -3.826 1.399 -4.610  0.08
Br: 1.498 2.456 0.764  0.00
C: -0.344 2.504 1.207  0.00
C: -0.725 2.877 2.484  0.00
C: -2.078 2.954 2.786  0.00
C: -3.028 2.661 1.822  0.00
C: -2.629 2.261 0.551  0.00
C: -1.277 2.180 0.239  -0.01
C: -3.704 1.893 -0.422  0.01
O: -4.870 2.053 -0.194  0.02
O: -3.297 1.300 -1.556  0.03
H: 0.023 3.109 3.230  0.00
H: -2.386 3.248 3.780  0.00
H: -4.086 2.722 2.039  0.00
H: -0.951 1.879 -0.745  0.00

Cartesian forces (eV/Å) of the 3 atoms listed first:
W -0.29 0.82 -0.12
C 0.01 -0.06 0.02
O -0.06 -0.17 0.07

Computed properties:
Charge: 0
<S²>: 2.015
DFT total energy (Ha): -8267.952698
Spin multiplicity: 3


No. 3
Here is a molecular structure, C13H24CaF12O12P2 from the OMol25 dataset. Energies are from wB97M-V/def2-TZVPD.

Last column: Löwdin charge in e.
CARTESIAN COORDINATES (ANGSTROEM)
Ca: -0.582 1.187 -0.479  1.82
P: -2.003 5.636 0.092  0.19
F: -0.879 6.232 -0.842  -0.15
F: -0.952 4.582 0.808  -0.24
F: -1.439 6.728 1.241  -0.21
F: -3.178 5.088 1.078  -0.17
F: -3.028 6.762 -0.515  -0.16
F: -2.321 4.428 -0.964  -0.20
P: -4.559 -0.474 -1.803  0.23
F: -3.424 -1.393 -1.016  -0.23
F: -5.804 -1.050 -0.885  -0.17
F: -4.251 0.686 -0.637  -0.24
F: -5.550 0.518 -2.567  -0.13
F: -3.210 0.158 -2.502  -0.24
F: -4.681 -1.634 -2.937  -0.16
C: -4.003 -4.658 5.014  -0.04
C: -3.998 -3.168 4.751  -0.35
C: -3.490 -2.416 6.001  -0.06
O: -2.628 -1.422 5.468  0.09
C: -2.336 -1.663 4.222  -0.49
O: -1.712 -0.898 3.490  0.10
O: -3.041 -2.830 3.802  0.07
H: -4.853 -4.936 5.637  0.09
H: -3.082 -5.076 5.420  0.09
H: -4.246 -5.295 4.163  0.09
H: -5.021 -2.951 4.441  0.16
H: -2.927 -3.075 6.661  0.13
H: -4.311 -1.882 6.479  0.14
C: 6.327 1.160 1.917  -0.06
O: 5.064 1.141 1.322  0.01
C: 4.033 1.835 1.802  -0.58
O: 2.924 1.847 1.286  0.08
O: 4.378 2.563 2.874  -0.04
C: 3.470 3.064 3.947  0.03
H: 6.626 2.194 2.086  0.10
H: 7.119 0.668 1.353  0.10
H: 6.298 0.667 2.888  0.10
H: 3.052 2.277 4.575  0.10
H: 2.632 3.439 3.361  0.09
H: 3.827 3.911 4.532  0.10
C: -0.170 3.900 -5.462  -0.03
O: 1.121 3.332 -5.720  -0.02
C: 1.780 2.630 -4.749  -0.57
O: 1.310 2.368 -3.631  0.06
O: 2.840 2.177 -5.365  0.02
C: 3.923 1.732 -4.546  -0.02
H: -0.978 3.220 -5.192  0.09
H: -0.497 4.296 -6.423  0.10
H: -0.040 4.611 -4.647  0.10
H: 4.830 1.962 -5.105  0.10
H: 3.863 0.644 -4.503  0.10
H: 3.931 2.160 -3.544  0.10
C: 0.026 -3.973 -3.762  -0.01
O: 0.953 -4.427 -2.801  0.04
C: 1.229 -3.737 -1.786  -0.65
O: 0.939 -2.543 -1.558  0.05
O: 1.701 -4.477 -0.797  0.00
C: 2.308 -5.796 -0.903  0.00
H: -0.034 -2.910 -3.999  0.10
H: -0.949 -4.365 -3.474  0.11
H: 0.288 -4.418 -4.721  0.10
H: 2.548 -6.271 0.048  0.09
H: 3.210 -5.610 -1.485  0.10
H: 1.629 -6.458 -1.441  0.09

Cartesian forces (eV/Å) of the 3 atoms listed first:
Ca -1.07 0.42 -0.34
P -0.41 2.18 2.35
F 0.86 -0.62 -1.12

Computed properties:
Charge: 0
DFT total energy (Ha): -3971.669861
Spin multiplicity: 1


No. 4
Here is 2 unconnected molecules or ions with the total composition C52H62N5O from the OMol25 dataset. Energies are from wB97M-V/def2-TZVPD.

Last column: Löwdin charge in e.
CARTESIAN COORDINATES (ANGSTROEM)
C: 5.666 2.729 3.172  -0.09
O: 5.138 1.540 3.710  -0.09
C: 3.819 1.255 3.317  -0.26
C: 2.944 2.195 2.767  -0.04
C: 1.667 1.844 2.416  -0.03
C: 1.215 0.526 2.581  -0.17
C: -0.113 0.139 2.152  -0.09
N: -0.437 -0.968 1.320  -0.01
C: 0.533 -1.895 0.786  -0.08
C: 0.456 -3.237 1.177  -0.14
C: -0.643 -3.682 2.119  -0.38
C: -0.086 -4.280 3.409  -0.05
C: -1.605 -4.640 1.418  -0.05
C: 1.364 -4.140 0.654  -0.02
C: 2.311 -3.735 -0.264  -0.05
C: 2.364 -2.416 -0.671  -0.02
C: 1.494 -1.476 -0.146  -0.12
C: 1.504 -0.040 -0.637  -0.37
C: 0.725 0.096 -1.941  -0.05
C: 2.916 0.541 -0.757  -0.06
N: -1.720 -1.061 1.056  0.18
N: -2.284 -0.024 1.668  -0.03
C: -3.706 0.208 1.679  -0.09
C: -4.493 -0.343 2.698  -0.12
C: -3.827 -1.167 3.786  -0.36
C: -4.639 -2.401 4.187  -0.07
C: -3.494 -0.311 5.006  -0.05
C: -5.850 -0.075 2.703  -0.03
C: -6.425 0.690 1.707  -0.05
C: -5.643 1.212 0.695  -0.02
C: -4.279 0.986 0.669  -0.13
C: -3.393 1.574 -0.412  -0.37
C: -3.421 3.101 -0.389  -0.06
C: -3.740 1.017 -1.791  -0.06
C: -1.337 0.814 2.322  -0.25
C: -1.586 1.976 2.987  -0.01
C: 2.100 -0.419 3.119  -0.01
C: 3.365 -0.053 3.492  -0.01
H: 6.726 2.778 3.423  0.10
H: 5.562 2.727 2.084  0.10
H: 5.162 3.591 3.610  0.09
H: 3.283 3.201 2.606  0.10
H: 1.008 2.566 1.965  0.12
H: -1.209 -2.774 2.391  0.10
H: 0.577 -3.575 3.912  0.07
H: -0.883 -4.553 4.102  0.08
H: 0.487 -5.183 3.203  0.08
H: -2.011 -4.184 0.514  0.08
H: -1.091 -5.557 1.129  0.08
H: -2.440 -4.922 2.062  0.08
H: 1.305 -5.173 0.949  0.12
H: 2.993 -4.456 -0.686  0.11
H: 3.079 -2.116 -1.417  0.11
H: 0.974 0.555 0.123  0.11
H: -0.304 -0.242 -1.811  0.07
H: 0.699 1.128 -2.292  0.08
H: 1.176 -0.511 -2.725  0.08
H: 3.482 0.385 0.162  0.08
H: 3.464 0.071 -1.572  0.07
H: 2.899 1.614 -0.961  0.08
H: -2.877 -1.526 3.354  0.11
H: -4.927 -2.988 3.314  0.09
H: -4.078 -3.047 4.865  0.08
H: -5.551 -2.115 4.710  0.07
H: -2.830 0.511 4.743  0.05
H: -4.400 0.122 5.429  0.08
H: -3.009 -0.895 5.789  0.07
H: -6.462 -0.466 3.496  0.11
H: -7.486 0.880 1.718  0.11
H: -6.093 1.799 -0.086  0.11
H: -2.361 1.258 -0.177  0.12
H: -3.148 3.481 0.597  0.07
H: -2.737 3.534 -1.121  0.08
H: -4.420 3.471 -0.619  0.08
H: -3.684 -0.072 -1.795  0.08
H: -4.754 1.299 -2.076  0.08
H: -3.066 1.396 -2.562  0.08
H: -2.578 2.378 3.035  0.04
H: -0.795 2.498 3.486  0.01
H: 1.762 -1.431 3.258  0.11
H: 4.047 -0.769 3.914  0.12
C: 0.686 -2.861 8.473  -0.06
N: 1.041 -1.539 8.993  -0.23
C: 1.423 -1.432 10.408  -0.06
C: 0.947 -0.373 8.166  -0.20
C: -0.173 0.471 8.253  0.02
C: -0.221 1.637 7.544  -0.02
C: 0.856 2.050 6.724  -0.19
C: 0.850 3.318 6.095  0.14
C: 0.098 4.437 6.546  -0.12
C: -0.034 5.712 5.877  -0.11
C: 0.307 6.140 4.590  0.00
C: 0.092 7.453 4.250  -0.06
C: -0.446 8.358 5.172  -0.06
C: -0.810 7.952 6.432  0.00
C: -0.616 6.614 6.787  -0.14
N: -0.870 5.912 7.975  -0.04
C: -1.279 6.504 9.245  0.02
C: -0.455 4.615 7.819  0.06
C: 1.943 1.151 6.575  0.02
C: 1.980 -0.025 7.275  0.02
H: 0.382 -2.775 7.430  0.08
H: 1.539 -3.534 8.531  0.08
H: -0.142 -3.284 9.037  0.08
H: 1.622 -0.394 10.668  0.09
H: 0.630 -1.798 11.055  0.08
H: 2.326 -2.006 10.603  0.08
H: -0.996 0.181 8.882  0.13
H: -1.109 2.243 7.572  0.11
H: 1.560 3.486 5.303  0.13
H: 0.720 5.440 3.886  0.11
H: 0.335 7.794 3.256  0.11
H: -0.572 9.390 4.890  0.11
H: -1.236 8.641 7.140  0.11
H: -1.480 7.565 9.118  0.09
H: -2.181 6.017 9.616  0.10
H: -0.481 6.388 9.979  0.10
H: -0.441 3.891 8.613  0.14
H: 2.766 1.428 5.940  0.11
H: 2.810 -0.702 7.167  0.13

Cartesian forces (eV/Å) of the 3 atoms listed first:
C 0.20 0.22 -0.03
O -1.55 -0.74 -0.33
C 0.70 0.07 0.19

Computed properties:
Charge: +1
DFT total energy (Ha): -2367.398513
Spin multiplicity: 1


Among the records above, which one has the highest DFT total energy?
C52H62N5O


Number 4 is which compound?
C52H62N5O